No. 1
{
  "formula": "C4H9NOS",
  "method": "ωB97M-V with the def2-TZVPD basis set",
  "symbols": ["C", "C", "C", "C", "N", "O", "S", "H", "H", "H", "H", "H", "H", "H", "H", "H"],
  "xyz": [[0.1598, 2.9658, -0.7140], [-0.3331, -1.9948, 0.9497], [-1.7027, -1.7182, 0.3493], [-0.5009, -1.7228, -0.4716], [2.1492, 1.2432, -0.3383], [0.1692, 1.3005, 1.2787], [0.4191, 1.3647, -0.1549], [-0.6004, 3.4999, -0.1751], [0.1102, 3.0696, -1.7810], [0.0677, -1.2107, 1.5780], [-0.0579, -2.9935, 1.2703], [-2.4313, -2.5142, 0.2300], [-2.1502, -0.7692, 0.6138], [-0.2075, -2.2201, -1.3685], [2.4204, 1.3325, -1.3065], [2.4883, 0.3674, 0.0403]],
  "homo_energy_ev": [-8.014, -8.619],
  "mol_weight_da": 119.2
}

No. 2
{
  "formula": "C19H34N3S3Ti",
  "method": "ωB97M-V with the def2-TZVPD basis set",
  "symbols": ["Ti", "C", "C", "S", "C", "C", "S", "H", "H", "H", "H", "H", "H", "C", "C", "C", "C", "C", "C", "N", "H", "H", "H", "H", "H", "H", "H", "H", "C", "C", "C", "C", "N", "C", "S", "N", "C", "C", "C", "C", "H", "H", "H", "H", "H", "H", "H", "H", "H", "H", "H", "H", "H", "H", "H", "H", "H", "H", "H", "H"],
  "xyz": [[-0.0998, 0.0403, 0.1558], [0.2986, -3.4686, -2.7554], [0.5596, -2.3546, -1.7711], [-0.8399, -1.9262, -0.7724], [1.7474, -1.7493, -1.6375], [2.9595, -2.0729, -2.4648], [2.0417, -0.4831, -0.4302], [-0.7338, -3.8009, -2.6764], [0.9482, -4.3209, -2.5517], [0.4743, -3.1403, -3.7801], [2.8021, -2.9670, -3.0629], [3.8233, -2.2273, -1.8163], [3.1922, -1.2427, -3.1347], [-2.8124, 0.9307, 0.5538], [-2.0409, 1.8437, -0.3555], [-2.3886, 3.0033, -0.9633], [-1.2651, 3.4308, -1.7507], [-0.2696, 2.5171, -1.5977], [1.0893, 2.4651, -2.2169], [-0.7241, 1.5207, -0.7257], [-3.8345, 1.2931, 0.6349], [-2.4013, 0.9082, 1.5684], [-2.8634, -0.0896, 0.1532], [-3.3352, 3.5121, -0.8761], [-1.2250, 4.3213, -2.3563], [1.2193, 3.3274, -2.8672], [1.2091, 1.5604, -2.8160], [1.8763, 2.4813, -1.4624], [0.8192, -3.4152, 5.9304], [-0.5287, -3.9095, 5.3970], [-1.1591, -3.0148, 4.3249], [-0.5549, -3.1551, 2.9261], [0.8158, -2.6477, 2.8273], [1.1899, -1.3802, 2.7174], [0.0127, -0.1053, 2.5515], [2.4751, -1.0869, 2.8648], [3.0783, 0.2453, 2.8041], [3.0651, 0.9589, 4.1577], [3.6849, 0.1413, 5.2929], [5.1505, -0.2196, 5.0571], [1.0677, -3.9274, 6.8592], [0.7820, -2.3440, 6.1407], [1.6390, -3.6022, 5.2339], [-1.2267, -3.9644, 6.2336], [-0.4230, -4.9268, 5.0096], [-1.0988, -1.9695, 4.6383], [-2.2194, -3.2611, 4.2359], [-1.1705, -2.6310, 2.2045], [-0.5224, -4.2055, 2.6381], [1.5396, -3.3278, 3.0045], [3.1117, -1.8411, 3.0743], [2.5450, 0.8393, 2.0667], [4.0996, 0.1150, 2.4502], [2.0344, 1.2123, 4.4150], [3.6150, 1.8960, 4.0438], [3.0985, -0.7673, 5.4589], [3.6108, 0.7315, 6.2074], [5.2809, -0.8960, 4.2086], [5.5665, -0.7136, 5.9342], [5.7406, 0.6780, 4.8661]],
  "total_charge": 1,
  "homo_energy_ev": -10.743,
  "mol_weight_da": 448.6
}

No. 3
{
  "formula": "C8H12N2O2",
  "method": "ωB97M-V with the def2-TZVPD basis set",
  "symbols": ["O", "C", "O", "C", "C", "C", "C", "C", "C", "N", "C", "N", "H", "H", "H", "H", "H", "H", "H", "H", "H", "H", "H", "H"],
  "xyz": [[-3.5673, -1.2681, -0.9763], [-2.6385, -0.6669, -0.4942], [-2.2887, 0.5448, -0.9391], [-1.7749, -1.2702, 0.6082], [-0.6987, -2.1854, 0.0120], [0.4573, -1.4396, -0.6659], [1.3490, -0.6611, 0.3311], [1.3034, 0.8343, 0.2105], [2.3421, 1.7267, 0.2290], [1.7637, 2.9735, 0.1264], [0.4293, 2.7983, 0.0517], [0.1122, 1.5255, 0.0933], [-1.4824, 0.8819, -0.4752], [-1.3314, -0.4870, 1.2321], [-2.4493, -1.8564, 1.2330], [-0.2943, -2.8203, 0.8150], [-1.1818, -2.8587, -0.7049], [0.0540, -0.7594, -1.4240], [1.0659, -2.1717, -1.2096], [2.3931, -0.9705, 0.2321], [1.0535, -0.9348, 1.3564], [3.4076, 1.5850, 0.3131], [2.2470, 3.8612, 0.0990], [-0.2707, 3.6188, -0.0538]],
  "smiles": "O=C(O)CCCCc1c[nH]cn1",
  "homo_energy_ev": -9.300,
  "mol_weight_da": 168.2
}

No. 4
{
  "formula": "C16H19NO3S2",
  "method": "ωB97M-V with the def2-TZVPD basis set",
  "symbols": ["C", "S", "C", "C", "C", "C", "S", "O", "O", "N", "C", "C", "O", "C", "C", "C", "C", "C", "C", "C", "C", "C", "H", "H", "H", "H", "H", "H", "H", "H", "H", "H", "H", "H", "H", "H", "H", "H", "H", "H", "H"],
  "xyz": [[-3.6862, -2.1703, 1.0816], [-3.0389, -2.0413, -0.6105], [-1.3061, -1.8540, -0.3923], [-0.5534, -1.6951, -1.5566], [0.8170, -1.5606, -1.4809], [1.4349, -1.5782, -0.2436], [3.2155, -1.4531, -0.1305], [3.7634, -1.6420, -1.4395], [3.6644, -2.2708, 0.9559], [3.5568, 0.1152, 0.3118], [3.2079, 1.1618, -0.6224], [2.3266, 2.2343, 0.0270], [1.1806, 1.7126, 0.6582], [0.0120, 1.5837, -0.0485], [-0.0890, 1.6404, -1.4299], [-1.3265, 1.5113, -2.0411], [-2.4649, 1.3328, -1.2822], [-2.3613, 1.2775, 0.0983], [-1.1381, 1.3946, 0.7324], [-1.0110, 1.3493, 2.2237], [0.7012, -1.7363, 0.9141], [-0.6729, -1.8765, 0.8461], [-3.3049, -3.0672, 1.5605], [-3.4264, -1.2787, 1.6436], [-4.7643, -2.2410, 0.9767], [-1.0580, -1.6880, -2.5101], [1.4241, -1.4662, -2.3673], [3.3122, 0.3051, 1.2701], [2.7083, 0.6918, -1.4727], [4.1250, 1.6391, -0.9880], [2.0590, 3.0005, -0.7097], [2.8960, 2.7101, 0.8330], [0.7863, 1.7816, -2.0443], [-1.3903, 1.5545, -3.1178], [-3.4285, 1.2325, -1.7566], [-3.2534, 1.1505, 0.6951], [-1.9816, 1.2083, 2.6926], [-0.5745, 2.2779, 2.5885], [-0.3459, 0.5400, 2.5202], [1.2197, -1.7749, 1.8595], [-1.2345, -2.0113, 1.7557]],
  "smiles": "CSc1ccc(S(=O)(=O)NCCOc2ccccc2C)cc1",
  "homo_energy_ev": -8.323,
  "mol_weight_da": 337.5
}